A cluster of 9 separate species, C28H79N5O13 in total, computed with ωB97M-V/def2-TZVPD.

```
125
Properties=species:S:1:pos:R:3:forces:R:3
C -0.56459 -3.00082 2.52227 0.0024 -0.3483 0.2210
O -0.45153 -1.80654 1.78709 -0.1936 -0.1912 0.0335
C 0.54319 -1.83029 0.78351 0.7809 0.0945 0.9163
C 1.00786 -0.39181 0.61267 -0.6421 0.2611 -1.7836
C -0.14170 0.44891 0.03274 0.4587 0.2406 0.4544
N 2.13772 -0.31887 -0.36212 -0.5813 -0.5451 0.9248
H -1.55254 -3.00981 2.98652 0.0357 -0.0282 -0.0603
H 0.18061 -3.07789 3.33009 0.0167 0.2036 -0.1666
H -0.44542 -3.90386 1.90679 -0.1272 0.1717 -0.0896
H 1.40476 -2.42644 1.13194 -0.0897 -0.0701 -0.0572
H 0.16735 -2.30848 -0.12696 0.0141 0.2916 -0.1735
H 1.35146 0.03218 1.56072 -0.3366 -0.3348 0.2834
H -0.30164 0.17415 -1.01031 0.0926 0.0311 -0.0268
H 0.16640 1.49948 0.10177 -0.2680 0.0289 -0.2834
H -1.08453 0.33084 0.56451 0.0779 -0.0286 0.1878
H 2.45212 0.65482 -0.32850 0.3130 -0.3859 -0.0510
H 2.84513 -0.88647 0.11270 0.3785 0.5570 -0.6093
C -1.28433 6.07735 3.86395 -0.5236 0.1270 -0.4115
O -0.62148 5.43617 2.80317 0.3859 0.1940 0.2431
C -1.42207 5.31306 1.66376 -0.1024 -0.0647 -0.6910
C -0.53817 4.75475 0.53390 -1.3511 0.5718 0.1221
C 0.48407 5.75660 0.06596 1.0225 0.7653 0.2146
N -1.36374 4.41019 -0.63893 0.5216 -0.1516 0.5920
H -2.20593 5.53063 4.09204 -0.0234 0.0754 0.2316
H -1.55231 7.09454 3.55484 -0.0598 0.0594 0.1772
H -0.64801 6.12565 4.73945 0.1902 -0.1407 0.0074
H -2.27556 4.64318 1.85386 0.1630 -0.1723 0.0228
H -1.88639 6.25684 1.32006 0.3182 0.1648 0.3078
H -0.08347 3.88943 1.02671 0.2225 -0.2672 -0.6519
H 1.25499 5.29344 -0.54891 -0.0952 -0.0858 -0.1098
H 1.00467 6.28625 0.87258 -0.0933 -0.4116 0.2009
H 0.07672 6.58239 -0.52734 -0.4412 -0.3205 -0.0791
H -1.82776 5.25255 -0.97075 0.1144 -0.0651 0.0253
H -2.12003 3.76954 -0.41098 0.4046 0.6217 0.3671
C 3.87496 2.59043 -1.61957 -0.2956 0.8445 -0.4270
O 3.72553 2.20839 -0.27916 0.0917 -1.0374 -0.4567
C 3.38812 3.23143 0.60247 -0.4842 0.1817 0.3183
C 2.86667 2.56696 1.86986 0.5661 0.7995 0.7229
C 2.69422 3.59878 2.97812 -0.0941 -0.2795 0.5182
N 3.77910 1.52350 2.37592 0.3052 -0.5102 -1.0414
H 4.60148 3.40848 -1.66501 0.0977 -0.1000 -0.3408
H 2.92669 2.94550 -2.05115 0.0146 0.1641 0.2657
H 4.15841 1.75705 -2.25881 0.3543 -0.2046 0.4106
H 4.25537 3.87613 0.79780 0.0599 0.0012 0.1078
H 2.58489 3.85880 0.20043 0.0548 0.0426 -0.1249
H 1.88808 2.13473 1.65288 0.1137 -0.2749 -0.0603
H 2.19642 4.52219 2.68187 0.0829 -0.0155 -0.1751
H 3.66886 3.80458 3.42845 0.0262 0.2973 -0.2035
H 2.10877 3.16528 3.79111 -0.0916 -0.0152 -0.0798
H 4.72336 1.91405 2.46152 -0.3634 0.3361 0.3043
H 3.93504 0.86869 1.59508 -0.4908 0.1411 0.5256
C -0.36656 -6.68624 -1.55777 0.6892 -0.5397 0.4419
O -1.48219 -5.91257 -1.90408 0.1390 0.2618 0.2656
C -1.50936 -4.66218 -1.23520 0.6818 0.0451 0.1135
C -2.80544 -3.96523 -1.57969 -0.6521 -0.6255 1.7252
C -2.83046 -2.56322 -1.01035 -0.0541 0.7968 -0.0485
N -3.94896 -4.68355 -0.95403 0.1091 -0.4815 -0.7433
H -0.20251 -6.78540 -0.47045 -0.3597 0.2414 -0.0634
H 0.58883 -6.30149 -1.95096 -0.2953 0.1575 -0.2264
H -0.50275 -7.70312 -1.92751 -0.1277 0.1434 -0.2209
H -1.43890 -4.81119 -0.14058 -0.1822 -0.0670 -0.1688
H -0.62588 -4.04012 -1.48098 -0.1721 -0.2319 -0.3296
H -2.95628 -4.03763 -2.65530 0.0295 0.4253 -0.0902
H -2.79219 -2.47235 0.08418 0.4089 -0.7178 -0.0146
H -3.79242 -2.08575 -1.20101 0.1781 0.0734 -0.6384
H -2.00212 -1.95299 -1.38244 -0.2296 0.0847 -0.1063
H -3.85448 -4.69978 0.05724 0.1644 0.1131 -0.0397
H -3.88939 -5.66058 -1.25512 -0.1895 0.3161 0.1489
C -5.12510 3.30390 -1.67743 -0.5784 -0.3898 -0.7944
O -3.76613 3.43219 -1.38931 0.6105 0.8559 -0.0822
C -2.99411 2.31946 -1.74011 -0.7284 -3.0755 0.5611
C -2.95994 1.89639 -3.21290 0.0232 0.9067 0.1561
C -2.13540 0.63461 -3.38669 -0.1131 -0.0619 0.3216
N -2.38016 2.96617 -4.04191 0.2639 0.4852 -0.0910
H -5.65310 4.21220 -1.40518 0.1720 0.1109 0.2682
H -5.57387 2.44254 -1.17172 0.0295 -0.0245 0.1282
H -5.28014 3.16593 -2.75783 -0.0657 0.0109 0.1598
H -1.97842 2.35761 -1.33500 -0.1718 0.5649 -0.5003
H -3.40678 1.44931 -1.17092 -0.1109 0.1180 -0.2743
H -3.97576 1.68324 -3.56255 0.1000 0.1844 -0.0537
H -1.12967 0.83770 -3.00595 0.0655 -0.2008 -0.3604
H -2.14158 0.33001 -4.43070 0.3422 0.2047 -0.0834
H -2.52939 -0.22029 -2.83228 -0.1197 0.1989 0.1920
H -2.91253 3.83455 -3.98727 -0.3540 -0.4004 -0.0167
H -1.49345 3.27310 -3.62979 -0.0662 -0.4658 -0.0830
O 1.55470 -6.50019 1.88925 0.1097 -0.1670 -0.0692
C 2.84408 -5.95168 1.64241 -0.1141 0.7684 0.1622
C 3.11920 -5.86268 0.16400 0.0075 -0.0056 -0.4181
O 3.57164 -7.07902 -0.41325 0.0574 0.1154 0.0618
H 1.56598 -6.94197 2.74268 -0.0567 0.0130 -0.0260
H 2.90418 -4.91727 2.01586 -0.2964 -0.1118 0.1425
H 3.63088 -6.49216 2.17417 0.0141 -0.2390 -0.2712
H 3.86579 -5.07697 0.01439 0.3397 -0.3882 -0.0693
H 2.25568 -5.50493 -0.41139 -0.2217 0.0252 0.4505
H 2.79882 -7.63324 -0.56221 0.0656 -0.0206 0.0453
O -3.94923 1.31892 2.32624 0.0779 0.2431 -0.1103
C -3.84382 -0.08031 2.17424 -0.4605 -0.0943 -0.6568
C -5.14482 -0.69634 1.68533 0.6597 -0.3143 -0.4878
O -5.31338 -0.42523 0.27865 -0.0836 0.2447 0.4269
H -4.04353 1.66226 1.42759 -0.0443 0.1650 0.1943
H -3.09953 -0.30262 1.40306 0.2445 -0.2417 0.2361
H -3.55913 -0.53630 3.11827 0.1178 0.1917 0.1830
H -5.99393 -0.28853 2.23496 -0.0329 -0.2004 0.0547
H -5.02712 -1.78012 1.80410 -0.4168 0.0639 0.2666
H -5.36064 -1.27259 -0.16609 -0.0824 0.0054 -0.1489
O 1.97885 -0.20591 -6.07976 -0.2601 0.2395 0.0688
C 1.11363 0.32882 -5.08861 -0.1519 -0.4927 0.5011
C 1.80615 0.58309 -3.76726 0.2853 0.4256 0.0490
O 2.56809 -0.51811 -3.34212 0.0341 -0.3836 0.1979
H 2.16835 -1.11480 -5.81746 0.1184 0.1854 0.0465
H 0.70356 1.29109 -5.39946 0.0592 -0.1169 -0.4279
H 0.26729 -0.34862 -4.90602 0.0648 0.0164 -0.1701
H 1.04031 0.83358 -3.02326 0.0205 0.1058 0.0062
H 2.46669 1.45061 -3.88530 -0.0366 0.0917 -0.0271
H 2.56653 -0.52490 -2.36484 -0.2569 -0.1404 -0.1550
O 4.09641 -0.87372 4.24001 0.0394 -0.0766 -0.6835
C 3.50456 -1.89215 3.45482 -1.3079 0.1616 -0.1450
C 4.28158 -2.27402 2.20068 0.5566 0.5334 1.0552
O 4.43041 -1.10902 1.36654 0.1857 -0.8688 -0.0088
H 3.93825 -0.03284 3.75374 0.0158 -0.2318 0.2947
H 3.25096 -2.76018 4.07701 0.6560 -0.0052 0.0515
H 2.49670 -1.57332 3.12719 0.2180 0.2010 -0.0844
H 3.76069 -3.06918 1.66958 -0.0093 0.1879 -0.2645
H 5.26932 -2.64130 2.51034 -0.1103 -0.0274 -0.2477
H 5.28059 -0.71000 1.57288 0.0265 -0.0934 -0.0292
```
Forces are in eV/Å.

## Properties
HOMO energy = -9.04 eV
SMILES string = COC[C@H](C)N.COC[C@H](C)N.COC[C@H](C)N.COC[C@H](C)N.COC[C@H](C)N.OCCO.OCCO.OCCO.OCCO
strongest force on any atom = 3.21 eV/Å
electronic energy = -2365.944489 Ha
HOMO-LUMO gap = 9.4 eV
energy relative to the best compared isomer or geometry (same formula, charge and spin) = 18.6 kcal/mol